[1]
An isolated ion of composition C2H8NO2 and charge +1 at a distorted geometry. Source: the Open Molecules 2025 dataset; level of theory: the ωB97M-V functional and the def2-TZVPD basis.

Each atom is followed by the atoms it is bonded to, with distances in Å.
Geometry (Å):
1 C -0.04 -0.31 1.09  C2 1.550, O4 1.450, H6 1.106, H7 1.044
2 C 0.51 -0.36 -0.36  C1 1.550, N3 1.553, O5 1.388, H8 1.143
3 N -0.47 0.62 -1.06  C2 1.553, H9 0.991, H10 1.021, H11 0.984
4 O -0.27 1.09 1.37  C1 1.450, H12 0.909
5 O 0.27 -1.52 -1.08  C2 1.388, H13 0.921
6 H -1.07 -0.68 1.25  C1 1.106
7 H 0.71 -0.54 1.79  C1 1.044
8 H 1.63 -0.19 -0.49  C2 1.143
9 H -0.91 0.17 -1.83  N3 0.991
10 H -0.16 1.46 -1.54  N3 1.021
11 H -1.12 1.02 -0.45  N3 0.984
12 H -0.15 1.22 2.27  O4 0.909
13 H 1.06 -1.98 -0.97  O5 0.921

Values from the calculation:
structure (SMILES)	[NH3+][C@H](O)CO
energy above the lowest of the compared OMol25 structures with the same formula, charge and spin	2.228	eV
gap between HOMO and LUMO	12.1	eV
calculated total energy	-7780.7302	eV
charge	+1
highest occupied orbital energy	-15.5457	eV

These are the Löwdin partial charges, in e, on atoms 1 to 2: number 1, C, carries -0.11; number 2, C, carries -0.25

---

[2]
A single C7H11N molecule at a distorted geometry. Source: the Open Molecules 2025 dataset; level of theory: the ωB97M-V functional and the def2-TZVPD basis.

Each atom is followed by the atoms it is bonded to, with distances in Å.
Geometry (Å):
1 C -1.13 2.37 -0.36  C2 1.420, C3 1.360, H9 1.016
2 C -1.18 1.52 0.77  C1 1.420, N8 1.344, H10 1.138
3 C -0.69 2.17 -1.64  C1 1.360, C5 1.305
4 C 0.24 -0.48 0.57  C7 1.452, N8 1.342, H12 1.005
5 C 0.08 2.09 -2.69  C3 1.305, H11 1.041, H13 1.010
6 C 0.99 -2.85 0.37  C7 1.501, H14 1.103, H15 1.089, H16 1.067
7 C 0.69 -1.68 1.26  C4 1.452, C6 1.501, H17 1.077, H18 1.004
8 N -0.71 0.31 1.10  C2 1.344, C4 1.342, H19 0.991
9 H -1.74 3.18 -0.29  C1 1.016
10 H -1.76 2.10 1.57  C2 1.138
11 H 0.95 2.62 -2.88  C5 1.041
12 H 0.71 -0.15 -0.26  C4 1.005
13 H -0.10 1.51 -3.49  C5 1.010
14 H 1.60 -3.69 0.74  C6 1.103
15 H 1.48 -2.62 -0.58  C6 1.089
16 H 0.04 -3.22 0.07  C6 1.067
17 H 1.63 -1.52 1.75  C7 1.077
18 H 0.11 -1.77 2.07  C7 1.004
19 H -1.20 0.11 1.93  N8 0.991

Values from the calculation:
energy above the lowest of the compared OMol25 structures with the same formula, charge and spin	5.460	eV
gap between HOMO and LUMO (alpha / beta)	7.1 / 7.1	eV
calculated total energy	-8922.2688	eV
highest occupied orbital energy (alpha / beta)	-6.3269 / -6.3406	eV

These are the Löwdin partial charges, in e, on atoms 1 to 2: number 1, C, carries -0.14; number 2, C, carries -0.17

---

Look up the energy above the lowest of the compared OMol25 structures with the same formula, charge and spin of the first one.
2.228 eV

---

Repeat the second record exactly.
A single C7H11N molecule at a distorted geometry. Source: the Open Molecules 2025 dataset; level of theory: the ωB97M-V functional and the def2-TZVPD basis.

Each atom is followed by the atoms it is bonded to, with distances in Å.
Geometry (Å):
1 C -1.13 2.37 -0.36  C2 1.420, C3 1.360, H9 1.016
2 C -1.18 1.52 0.77  C1 1.420, N8 1.344, H10 1.138
3 C -0.69 2.17 -1.64  C1 1.360, C5 1.305
4 C 0.24 -0.48 0.57  C7 1.452, N8 1.342, H12 1.005
5 C 0.08 2.09 -2.69  C3 1.305, H11 1.041, H13 1.010
6 C 0.99 -2.85 0.37  C7 1.501, H14 1.103, H15 1.089, H16 1.067
7 C 0.69 -1.68 1.26  C4 1.452, C6 1.501, H17 1.077, H18 1.004
8 N -0.71 0.31 1.10  C2 1.344, C4 1.342, H19 0.991
9 H -1.74 3.18 -0.29  C1 1.016
10 H -1.76 2.10 1.57  C2 1.138
11 H 0.95 2.62 -2.88  C5 1.041
12 H 0.71 -0.15 -0.26  C4 1.005
13 H -0.10 1.51 -3.49  C5 1.010
14 H 1.60 -3.69 0.74  C6 1.103
15 H 1.48 -2.62 -0.58  C6 1.089
16 H 0.04 -3.22 0.07  C6 1.067
17 H 1.63 -1.52 1.75  C7 1.077
18 H 0.11 -1.77 2.07  C7 1.004
19 H -1.20 0.11 1.93  N8 0.991

Values from the calculation:
energy above the lowest of the compared OMol25 structures with the same formula, charge and spin	5.460	eV
gap between HOMO and LUMO (alpha / beta)	7.1 / 7.1	eV
calculated total energy	-8922.2688	eV
highest occupied orbital energy (alpha / beta)	-6.3269 / -6.3406	eV

These are the Löwdin partial charges, in e, on atoms 1 to 2: number 1, C, carries -0.14; number 2, C, carries -0.17

---

Among the records above, which one has the highest energy above the lowest of the compared OMol25 structures with the same formula, charge and spin?
C7H11N

---

Among the records above, which one has the highest calculated total energy?
C2H8NO2